Entry from OMol25: a molecular structure, C44H50BIrN8O4S4 (the ωB97M-V functional and the def2-TZVPD basis).

Each line ends with the Mulliken spin population.
Element x y z (Å)
Ir (-0.07, -0.50, -0.24)  0.013
C (3.73, 1.13, -0.92)  -0.001
C (2.39, 0.97, -1.27)  -0.001
N (1.77, 0.24, -0.36)  -0.002
N (2.68, -0.12, 0.57)  -0.003
C (3.87, 0.41, 0.25)  -0.005
B (2.27, -1.08, 1.71)  -0.010
N (1.69, -2.37, 1.07)  0.008
C (2.03, -3.66, 1.17)  -0.003
C (1.17, -4.41, 0.39)  -0.002
C (0.30, -3.49, -0.18)  -0.001
N (0.62, -2.27, 0.26)  -0.002
N (1.13, -0.44, 2.51)  0.339
C (0.95, -0.51, 3.87)  -0.146
C (-0.23, 0.02, 4.21)  0.289
C (-0.87, 0.55, 2.96)  -0.081
N (0.05, 0.08, 1.89)  0.457
H (4.49, 1.67, -1.45)  0.000
H (1.85, 1.33, -2.13)  0.001
H (4.73, 0.24, 0.88)  0.000
H (3.20, -1.36, 2.41)  0.003
H (2.86, -3.95, 1.79)  0.000
H (1.18, -5.48, 0.24)  0.000
H (-0.47, -3.61, -0.92)  0.002
H (1.73, -0.94, 4.48)  0.001
H (-0.63, 0.14, 5.20)  -0.004
H (-1.83, 0.05, 2.79)  0.035
O (-1.91, 1.24, 0.54)  -0.007
S (-2.94, 2.23, 0.98)  -0.001
C (-4.43, 1.23, 1.31)  -0.001
C (-4.15, -0.12, 1.96)  -0.007
C (-5.03, -1.27, 1.46)  0.000
C (-4.62, -1.81, 0.10)  0.000
S (-2.94, -2.51, -0.07)  -0.002
O (-2.08, -1.27, -0.11)  0.006
C (-2.73, -3.30, 1.51)  0.001
C (-1.85, -2.79, 2.44)  -0.008
C (-1.69, -3.47, 3.65)  0.012
C (-2.41, -4.63, 3.89)  0.002
C (-3.28, -5.13, 2.93)  0.000
C (-3.43, -4.47, 1.72)  0.001
C (-2.31, 2.73, 2.57)  -0.004
C (-2.66, 4.01, 2.97)  0.001
C (-1.93, 4.67, 3.94)  -0.003
C (-0.80, 4.07, 4.45)  0.001
C (-0.45, 2.78, 4.06)  0.024
C (-1.21, 2.06, 3.14)  0.063
H (-4.86, 1.12, 0.31)  0.000
H (-5.11, 1.86, 1.89)  0.000
H (-4.24, -0.03, 3.05)  -0.001
H (-3.12, -0.38, 1.73)  0.015
H (-6.07, -0.96, 1.38)  0.000
H (-5.00, -2.08, 2.19)  0.000
H (-4.62, -1.06, -0.69)  0.000
H (-5.28, -2.62, -0.22)  0.000
H (-1.28, -1.90, 2.22)  0.013
H (-1.00, -3.08, 4.39)  -0.001
H (-2.28, -5.15, 4.83)  0.000
H (-3.82, -6.05, 3.12)  0.000
H (-4.09, -4.88, 0.96)  0.000
H (-3.48, 4.51, 2.47)  0.000
H (-2.22, 5.67, 4.25)  0.000
H (-0.17, 4.60, 5.15)  0.001
H (0.43, 2.33, 4.49)  -0.006
H (0.29, 2.66, 1.21)  0.000
O (3.04, 6.68, 2.59)  0.000
S (3.43, 5.60, 1.75)  0.000
O (4.64, 4.89, 1.98)  0.000
N (2.16, 4.49, 1.68)  0.000
C (1.68, 4.45, 0.50)  0.000
S (0.37, 3.38, 0.07)  0.002
C (2.28, 5.34, -0.53)  0.000
C (1.97, 5.49, -1.87)  0.000
C (2.71, 6.40, -2.61)  0.000
C (3.74, 7.13, -2.03)  0.000
C (4.06, 6.97, -0.68)  0.000
C (3.31, 6.07, 0.04)  0.000
H (1.16, 4.92, -2.33)  0.000
H (2.49, 6.54, -3.66)  0.000
H (4.30, 7.83, -2.63)  0.000
H (4.86, 7.54, -0.22)  0.000
C (1.33, -4.02, -5.92)  -0.001
C (1.63, -3.38, -4.59)  0.001
C (2.82, -3.63, -3.93)  0.005
C (3.09, -2.98, -2.73)  -0.001
C (4.38, -3.24, -1.99)  -0.001
C (2.17, -2.10, -2.20)  0.007
C (0.92, -1.84, -2.80)  0.000
C (0.71, -2.50, -4.03)  0.001
N (0.00, -0.95, -2.24)  0.002
C (-1.02, -0.32, -3.11)  -0.002
C (-1.63, 0.87, -2.36)  -0.005
C (-2.21, -1.24, -3.45)  0.002
C (-0.36, 0.29, -4.39)  0.002
H (2.04, -4.81, -6.14)  0.000
H (1.38, -3.28, -6.72)  0.000
H (0.33, -4.44, -5.93)  0.000
H (3.55, -4.32, -4.36)  0.000
H (5.18, -3.52, -2.68)  0.000
H (4.26, -4.05, -1.27)  0.000
H (4.70, -2.35, -1.44)  0.000
H (2.45, -1.60, -1.29)  -0.003
H (-0.19, -2.33, -4.60)  0.002
H (-2.25, 0.55, -1.52)  0.000
H (-2.25, 1.45, -3.04)  0.000
H (-0.85, 1.54, -1.99)  0.002
H (-2.74, -1.49, -2.53)  0.000
H (-1.93, -2.17, -3.92)  0.000
H (-2.91, -0.72, -4.11)  0.000
H (0.66, -0.06, -4.53)  0.000
H (-0.34, 1.37, -4.32)  0.000
H (-0.92, 0.03, -5.29)  0.000

Its net charge is +1. The multiplicity is 2. The value obtained for the HOMO energy (alpha / beta) is -8.85 / -8.87 eV. The orbital gap (alpha / beta) comes out at 6.41 / 5.92 eV. Its LUMO energy (alpha / beta) is -2.44 / -2.95 eV.

=====

Entry from OMol25: C26H26N2O5 in the gas phase (the ωB97M-V functional and the def2-TZVPD basis).

Each line ends with the Löwdin charge.
Element x y z (Å)
C (-6.65, -2.72, -0.91)  -0.088
C (-6.43, -1.25, -1.21)  -0.198
C (-5.59, -0.57, -0.12)  -0.194
C (-5.39, 0.90, -0.43)  -0.456
O (-5.43, 1.41, -1.51)  0.147
O (-5.09, 1.58, 0.70)  -0.006
C (-4.59, 2.90, 0.53)  -0.055
C (-3.06, 2.88, 0.31)  -0.431
O (-2.49, 3.75, -0.30)  0.093
N (-2.49, 1.80, 0.90)  0.154
C (-1.16, 1.36, 0.83)  -0.212
C (-0.27, 1.86, -0.11)  0.006
C (1.02, 1.35, -0.18)  -0.020
C (1.43, 0.34, 0.69)  -0.141
C (2.77, -0.30, 0.64)  -0.423
O (2.93, -1.47, 0.92)  0.071
N (3.77, 0.55, 0.26)  0.131
C (5.13, 0.29, 0.08)  -0.224
C (5.96, 1.36, -0.27)  -0.025
C (7.31, 1.17, -0.47)  -0.025
C (7.87, -0.10, -0.33)  -0.282
O (9.19, -0.40, -0.51)  -0.088
C (10.07, 0.64, -0.86)  -0.095
C (7.04, -1.16, 0.02)  0.006
C (5.69, -0.98, 0.22)  -0.001
C (0.52, -0.15, 1.63)  -0.018
C (-0.76, 0.36, 1.70)  -0.022
C (-4.19, -1.15, -0.03)  -0.211
C (-3.81, -1.91, 1.07)  -0.038
C (-2.54, -2.46, 1.14)  -0.085
C (-1.64, -2.25, 0.11)  -0.092
C (-2.01, -1.49, -0.98)  -0.062
C (-3.28, -0.95, -1.06)  -0.021
H (-5.70, -3.25, -0.85)  0.074
H (-7.17, -2.85, 0.04)  0.076
H (-7.25, -3.18, -1.69)  0.073
H (-5.92, -1.13, -2.17)  0.117
H (-7.39, -0.74, -1.28)  0.121
H (-6.08, -0.66, 0.85)  0.154
H (-4.82, 3.45, 1.44)  0.142
H (-5.05, 3.38, -0.33)  0.136
H (-3.10, 1.21, 1.44)  0.142
H (-0.58, 2.64, -0.79)  0.106
H (1.68, 1.72, -0.94)  0.114
H (3.51, 1.52, 0.12)  0.130
H (5.54, 2.35, -0.38)  0.111
H (7.92, 2.02, -0.74)  0.102
H (11.05, 0.17, -0.95)  0.092
H (9.80, 1.09, -1.82)  0.095
H (10.11, 1.42, -0.09)  0.095
H (7.48, -2.14, 0.13)  0.120
H (5.06, -1.81, 0.49)  0.101
H (0.83, -0.95, 2.29)  0.123
H (-1.46, -0.03, 2.43)  0.116
H (-4.51, -2.07, 1.87)  0.116
H (-2.26, -3.05, 1.99)  0.107
H (-0.64, -2.67, 0.17)  0.110
H (-1.30, -1.31, -1.78)  0.111
H (-3.56, -0.36, -1.92)  0.123

As for the structure (SMILES): CC[C@H](C(=O)OCC(=O)Nc1ccc(C(=O)Nc2ccc(OC)cc2)cc1)c1ccccc1. The multiplicity is 1. The value obtained for the HOMO energy is -7.90 eV. The orbital gap comes out at 8.48 eV. Its LUMO energy is 0.58 eV.

=====

Entry from OMol25: 3 unconnected molecules or ions with the total composition C5H15NO2 in a non-equilibrium geometry (the ωB97M-V functional and the def2-TZVPD basis).

Each line ends with the Löwdin charge.
Element x y z (Å)
C (-0.70, 2.85, -0.59)  -0.121
C (-1.19, 1.90, 0.49)  -0.302
C (-1.13, 0.46, 0.05)  -0.139
C (-2.01, -0.50, 0.38)  -0.190
N (-1.96, -1.78, -0.14)  -0.095
C (-2.35, -2.89, 0.76)  -0.100
H (-1.37, 2.79, -1.45)  0.075
H (-0.58, 3.89, -0.29)  0.062
H (0.35, 2.61, -0.80)  0.068
H (-2.21, 2.16, 0.81)  0.101
H (-0.75, 2.09, 1.48)  0.104
H (-0.22, 0.22, -0.49)  0.101
H (-2.75, -0.22, 1.13)  0.120
H (-1.10, -2.00, -0.61)  0.100
H (-1.44, -3.51, 0.86)  0.078
H (-3.19, -3.41, 0.30)  0.067
H (-2.46, -2.64, 1.81)  0.073
O (4.01, -2.38, -1.78)  -0.059
H (3.39, -3.08, -1.65)  0.020
H (3.98, -2.12, -2.71)  0.039
O (4.37, 1.77, 0.48)  -0.044
H (4.13, 2.40, 1.16)  0.030
H (5.16, 1.37, 0.81)  0.013

As for the structure (SMILES): CC/C=C/NC.O.O. The multiplicity is 1. The value obtained for the HOMO energy is -7.60 eV. The orbital gap comes out at 8.29 eV. Its LUMO energy is 0.70 eV.

=====

Number 1 is which compound?
C44H50BIrN8O4S4